#1
This record from the OMol25 dataset describes a single C5H6ClN molecule. The level of theory is the ωB97M-V functional and the def2-TZVPD basis.

Computed properties:
SMILES string = C/C=C(/C#N)CCl
highest occupied orbital energy = -10.27 eV
gap between HOMO and LUMO = 10.463 eV

The geometry in ORCA input format:
```
! wB97M-V def2-TZVPD RIJCOSX def2/J DEFGRID3
* xyz 0 1
H -1.2605 0.1105 0.4319
H 1.9283 1.2482 1.2925
H 0.1616 1.1210 1.2214
H -1.9225 -1.2832 -0.5315
N 3.7307 -1.1647 -0.3193
C -1.1999 -0.5418 -0.4154
H 0.2588 -1.9286 -1.1090
H -1.2736 0.1498 -1.2828
C 1.1317 1.0408 0.6949
C 1.2465 -0.3859 -0.0429
Cl 1.0922 2.5648 -0.3859
C 2.5992 -0.8833 -0.1580
C 0.2392 -1.0181 -0.5868
*
```

#2
This record from the OMol25 dataset describes a single C5H6ClN molecule. The level of theory is the ωB97M-V functional and the def2-TZVPD basis.

Computed properties:
SMILES string = Cc1cc[nH]c1Cl
highest occupied orbital energy = -7.56 eV
gap between HOMO and LUMO = 8.421 eV

The geometry in ORCA input format:
```
! wB97M-V def2-TZVPD RIJCOSX def2/J DEFGRID3
* xyz 0 1
Cl 3.0320 -0.9969 0.0340
C 1.3206 -1.0591 -0.2527
C 0.6661 1.3814 0.7522
H 0.8985 -3.0153 -0.9620
H -1.7688 0.3175 -0.3209
C 0.3112 0.0477 0.2400
H -1.2962 -2.2520 -1.5247
C -0.7124 -1.6401 -0.9553
H 1.5717 1.7725 0.3515
N 0.5778 -2.0618 -0.7557
H 0.9773 1.4439 1.8574
H -0.0440 2.1556 0.6510
C -0.8849 -0.3518 -0.3906
*
```

#3
This record from the OMol25 dataset describes a single C5H6ClN molecule. The level of theory is the ωB97M-V functional and the def2-TZVPD basis.

Computed properties:
SMILES string = Cl[C@@H]1C=C[C@H]2N[C@@H]12
highest occupied orbital energy = -9.76 eV
gap between HOMO and LUMO = 10.751 eV

The geometry in ORCA input format:
```
! wB97M-V def2-TZVPD RIJCOSX def2/J DEFGRID3
* xyz 0 1
H 1.9170 -0.4747 -1.7010
H -0.6060 0.0731 1.6695
N 1.8011 -0.8646 0.6019
C 1.2786 1.2153 -0.3525
C 0.1696 1.3390 0.3304
H 0.1875 -1.9082 -0.5277
H 1.8297 2.1028 -0.5998
C 1.5415 -0.1792 -0.6786
H -0.1925 2.2521 0.8944
C -0.5278 0.0675 0.5752
Cl -2.0910 -0.1893 -0.2061
C 0.4442 -0.9402 -0.0401
H 2.3677 -1.7898 0.5491
*
```

Which structure loses on stability? #3 does.

#1
This record from the OMol25 dataset describes a molecular structure, C35H33Cl5N9O3PV. The level of theory is the ωB97M-V functional and the def2-TZVPD basis.

Computed properties:
⟨S²⟩ = 0.784
highest occupied orbital energy (alpha / beta) = -13.57 / -13.59 eV
gap between HOMO and LUMO (alpha / beta) = 6.731 / 7.432 eV

The geometry in ORCA input format:
```
! wB97M-V def2-TZVPD RIJCOSX def2/J DEFGRID3
* xyz 2 2
N -1.8566 -1.4376 -0.1904
C 2.2776 3.6352 -2.0797
H -1.8372 -1.6320 -1.1883
C 4.1503 -0.0826 3.0627
C 0.5162 -2.4741 -3.1540
C -4.1857 -1.3976 4.2942
H -4.1966 -1.7782 1.9825
P 0.2715 0.0475 -1.9932
C 5.3356 0.2628 2.3097
N -3.2523 -1.5865 1.6895
C 3.0653 -2.4503 -0.4060
C 0.7699 1.7611 -2.3587
H 3.7475 -4.2395 0.4830
C 0.7862 3.6347 1.2608
N 6.2542 0.5665 1.6915
C 2.0209 -1.4920 -0.4755
C 1.9450 2.3125 -1.8318
O -1.4849 0.1108 -2.4363
H -3.9315 -1.1657 -3.2792
H 1.7128 -4.4825 1.9552
H 3.1915 4.0381 -1.6618
H -4.0973 -1.5351 5.3684
H 0.6460 -1.1385 -6.7677
Cl 2.4085 3.2043 1.6223
H 1.7146 5.4637 -3.0569
C -2.3429 0.2320 -3.4762
H -3.2797 -1.0559 -4.9033
C 0.3377 4.9522 1.3612
H -0.3842 4.5119 -3.9723
C 1.8279 -0.7004 4.2943
H -5.0792 -0.8053 4.0916
H -4.2808 -2.3940 3.8668
C 1.4480 4.4338 -2.8564
H -0.0073 -2.7179 1.8636
C 0.5737 -3.3636 -4.2171
C 4.1988 -0.4958 4.3860
H 5.1460 -0.5717 4.9034
V -0.3791 -0.1849 0.3725
H 3.9179 -2.3339 -1.0613
Cl -2.4245 1.6528 0.0427
Cl -1.5284 6.8830 1.1796
H -0.7347 -0.0593 2.9716
N -1.2749 -0.4882 2.2295
O -2.5826 1.2621 -4.0358
H -3.7810 -2.6715 -1.2944
H -1.0047 2.2083 -3.5053
C 0.6195 -2.8832 -5.5198
H -3.0747 0.5507 5.4546
C -2.3299 0.2174 4.7374
C 3.0062 -0.8109 5.0148
Cl -3.5108 4.6258 0.2748
H 0.8849 -0.9618 4.7650
Cl 1.4281 6.1710 1.8518
C 0.2770 3.9007 -3.3717
H 0.5117 0.4441 -4.8945
C 0.8667 -2.6905 1.2312
C -0.1032 2.6709 0.8482
H 2.8729 0.3380 1.3974
H -1.9754 1.0911 4.1929
O 0.2852 1.3446 0.7021
C -2.4519 -0.9062 2.6027
H 2.7730 -0.4700 -1.9821
C 0.5284 -0.6208 -4.6927
C 1.8170 -3.6448 1.2820
H -1.5031 -0.2429 5.2805
H 0.5932 -4.4293 -4.0293
C -3.0035 -1.0715 -3.8523
H 0.4914 -2.8699 -2.1434
H 2.6029 1.7257 -1.2085
C -2.9723 -1.8221 0.3642
C 2.9584 -3.4986 0.4481
C -0.0667 2.5781 -3.1201
N -2.9675 -0.7322 3.8216
N 1.7704 -0.2951 3.0209
N -3.9232 -2.4653 -0.3187
C -0.9896 5.2708 1.0572
H -4.7317 -2.8714 0.1223
H 0.6740 -3.5752 -6.3495
C -1.8820 4.2744 0.6540
C -1.4133 2.9776 0.5600
H 2.9907 -1.1422 6.0437
N 1.9936 -0.4744 -1.3323
C 0.6023 -1.5159 -5.7545
C 2.9188 0.0080 2.4299
C 0.4910 -1.0981 -3.3862
N 0.9519 -1.6132 0.3705
H -2.3477 -1.9223 -3.6536
*
```

#2
This record from the OMol25 dataset describes a molecular structure, C35H33Cl5N9O3PV. The level of theory is the ωB97M-V functional and the def2-TZVPD basis.

Computed properties:
⟨S²⟩ = 0.764
highest occupied orbital energy (alpha / beta) = -13.44 / -13.46 eV
gap between HOMO and LUMO (alpha / beta) = 6.729 / 7.442 eV

The geometry in ORCA input format:
```
! wB97M-V def2-TZVPD RIJCOSX def2/J DEFGRID3
* xyz 2 2
H -0.4158 3.4025 -3.9076
H -1.7070 -0.2128 4.2478
C -2.7324 -1.3655 -1.9863
H 1.1254 1.6411 -3.7615
N -5.5699 4.3885 -0.5688
C 2.1123 -2.5223 -2.6453
N -1.6061 -2.0656 3.2587
C -2.3677 -1.0324 3.9637
C -0.0237 2.2031 -2.1691
H -3.1813 -0.6376 3.3579
H -2.4416 4.4672 -0.2760
Cl 4.0517 0.4114 1.8664
O -0.7730 -0.6626 -0.8431
C 1.4564 2.8403 4.6170
H -1.2511 2.5837 0.8148
C 3.4423 0.5380 -2.2168
C -1.7423 -1.5915 -0.8828
N 0.2440 -2.6742 2.0386
C 1.8278 -3.7158 -3.2862
H 0.1081 -3.5723 2.4699
H -2.7748 -1.4706 4.8699
H -3.4360 -0.5944 -1.6640
H -1.4708 0.0316 2.0135
C -6.0935 0.9015 -0.1429
C -0.6390 3.2492 -2.8604
H 3.0424 -3.5555 0.7391
C 3.9122 1.6476 -1.5104
H -3.4771 2.4829 1.2835
C 1.7573 1.6552 2.5274
C 1.3793 -1.3715 -2.9433
V 0.4620 0.1617 0.2000
H 3.2541 2.1805 -0.8336
H 2.4072 -4.6017 -3.0635
H -1.0232 -3.8084 4.3414
H 2.1289 -4.3085 1.9791
C 0.3624 -1.4326 -3.8904
C 0.8093 -3.7705 -4.2301
N 1.5814 -1.4632 0.5607
H -0.2111 -0.5462 -4.1294
H -2.7521 -3.5447 4.1566
H -2.2393 -1.0091 -2.8873
Cl -0.7115 2.6710 3.0352
Cl 0.4479 3.7207 5.6824
C 3.0778 1.3831 2.9059
N 0.8675 1.3726 -2.8223
H 7.0847 1.7197 -2.6698
N -0.2605 1.9716 -0.8716
C 0.0824 -2.6302 -4.5344
N -3.7501 0.4390 1.3118
H -6.3731 -1.2242 0.0194
C 5.2183 2.0734 -1.6764
C -5.2481 1.9470 0.2106
C 0.9452 2.3656 3.4088
H 6.2568 -0.2322 -3.9336
O -1.7968 -2.4939 -0.0861
C -5.7463 -0.3771 0.2591
H -6.9927 1.0897 -0.7138
C -1.1164 2.7935 -0.2332
C -4.1104 1.6668 0.9607
C -0.7022 -1.7011 2.3391
C 4.2889 -0.1367 -3.0973
H 0.5921 -4.7012 -4.7364
Cl 5.2160 1.5131 4.5317
Cl 3.4110 3.1851 6.4376
H -3.2795 -2.2835 -2.1826
H 2.5273 -1.4406 0.1999
C -1.7961 -3.4603 3.6495
C 6.0626 1.3890 -2.5422
H 5.5796 2.9342 -1.1303
C 3.5971 1.8537 4.1042
C 5.5997 0.2890 -3.2508
H -2.0050 4.8820 -2.7081
C -1.5168 4.0674 -2.1900
O 1.3361 1.1829 1.3424
C -5.4698 3.3040 -0.2044
H -0.7012 -2.6692 -5.2792
C -1.7636 3.8400 -0.8368
H 2.9346 -2.4806 -1.9392
P 1.6981 0.1433 -2.0253
N 2.2163 -3.5619 1.3114
C 1.3565 -2.5322 1.2729
H -1.8470 -4.1052 2.7709
C -4.5656 -0.5610 0.9628
H 3.9284 -0.9799 -3.6716
C 2.7845 2.5976 4.9632
H -4.2498 -1.5584 1.2500
N -0.6430 -0.5223 1.7986
*
```

Which structure loses on stability? #1 does.

#1
This record from the OMol25 dataset describes 2 unconnected molecules or ions with the total composition C3H7BO2. The level of theory is the ωB97M-V functional and the def2-TZVPD basis.

Computed properties:
highest occupied orbital energy (alpha / beta) = -8.57 / -8.27 eV
gap between HOMO and LUMO (alpha / beta) = 8.034 / 8.710 eV

The geometry in ORCA input format:
```
! wB97M-V def2-TZVPD RIJCOSX def2/J DEFGRID3
* xyz 0 1
H 4.0456 0.2390 -0.8630
H -2.9190 0.4580 -0.9499
O -1.4761 1.3844 0.0967
C -1.7282 -0.9645 0.0730
H 2.3603 0.3222 -0.2791
H 3.9693 0.5615 1.0298
O -0.2840 -0.5933 0.0567
C -2.5387 0.3901 0.0642
H -3.3157 0.5188 0.8040
H -1.8365 -1.8433 0.7651
B -0.2711 0.7557 0.0483
C 3.4214 0.3809 0.0532
H -1.8687 -1.2934 -0.9466
*
```

#2
This record from the OMol25 dataset describes a single C3H7BO2 molecule. The level of theory is the ωB97M-V functional and the def2-TZVPD basis.

Computed properties:
SMILES string = C=CCOBO
highest occupied orbital energy = -9.99 eV
gap between HOMO and LUMO = 10.600 eV

The geometry in ORCA input format:
```
! wB97M-V def2-TZVPD RIJCOSX def2/J DEFGRID3
* xyz 0 1
B 1.7771 0.1350 0.3389
H -0.2055 -1.4382 1.3623
H -2.4174 -0.4542 -1.4745
O 2.7980 0.4968 -0.3950
H -0.7635 -1.7527 -0.5550
H -0.8004 0.9425 0.9045
H 1.7467 0.5132 1.4590
C -2.2091 0.4478 -0.7793
C -0.4492 -1.0089 0.2897
C -1.2637 0.2513 0.1551
O 0.8305 -0.6623 -0.2666
H -2.5659 1.4415 -1.0941
H 3.5224 1.0881 0.0551
*
```

Which structure loses on stability? #1 does.